(1)
Entry from the OMol25 dataset: a structure of composition C21H35BrCrN2SbSe4Si at a distorted geometry (the ωB97M-V functional and the def2-TZVPD basis).

* 2S+1: 5
* net charge: -1
* orbital gap (spin up / spin down): 5.722 / 5.644 eV
* LUMO (spin up / spin down): 1.814 / 1.684 eV

Last column: natural (NBO) charge in e.
Cartesian coordinates (Å):
Sb (4.24729, -2.29104, -2.10986)  1.0571
Br (0.45468, -0.20804, 0.39513)  -0.3017
Se (4.78168, -4.33815, -0.92322)  -0.7585
Se (3.92869, -0.11274, -0.45685)  -0.5567
Se (5.73301, -1.77635, -3.95188)  -0.6591
Se (1.44497, -1.33008, -2.81355)  -0.5614
Cr (2.32148, -1.72074, -0.77319)  0.1470
Si (-0.63661, 1.75623, -0.18172)  2.0174
N (2.93147, -2.47611, 1.36065)  -0.8624
N (1.37617, -3.51539, -0.51473)  -0.4685
C (1.05884, -3.84474, 0.77257)  0.1203
C (-3.21241, 2.24549, -1.27713)  -0.6075
C (-2.03731, 1.26045, -1.41724)  -0.6026
C (-2.53137, -0.16674, -1.14000)  -0.6125
C (-0.20396, 2.12255, 2.67310)  -0.6133
C (0.60401, 3.04814, -0.89273)  -0.6032
C (1.37161, 2.49810, -2.09956)  -0.6215
C (0.07301, -4.80394, 1.09746)  -0.0866
C (0.33835, -4.22678, 3.42577)  -0.1989
C (-1.58559, 1.29529, -2.88246)  -0.6137
C (-0.44466, -5.57218, 0.03710)  -0.1252
C (-1.29487, 2.19061, 1.59306)  -0.5913
C (1.64146, 3.45941, 0.16039)  -0.6093
C (1.79345, -3.21807, 1.80107)  0.2374
C (-0.15965, 4.30769, -1.34197)  -0.6093
C (-1.85830, 3.62104, 1.59277)  -0.6136
C (-0.29996, -4.94664, 2.45188)  -0.1945
C (-2.39820, 1.21742, 2.03364)  -0.6123
C (0.01599, -5.34463, -1.23118)  -0.2418
C (0.90059, -4.28876, -1.47172)  0.1204
C (1.42172, -3.38710, 3.11173)  -0.2568
H (3.25989, -1.82661, 2.06410)  0.3966
H (-3.27435, 1.25426, 1.38652)  0.2033
H (-0.73029, 4.76392, -0.52954)  0.2030
H (-2.40849, 0.93649, -3.51044)  0.2004
H (-1.76803, -0.89703, -1.41542)  0.2351
H (-3.95184, 2.03765, -2.05684)  0.2069
H (2.16094, 3.20316, -2.37843)  0.2049
H (-2.80185, -0.33239, -0.09636)  0.2087
H (-0.73138, 0.64198, -3.06789)  0.2492
H (2.36484, 4.13732, -0.30144)  0.2096
H (1.86470, 1.55439, -1.87854)  0.2587
H (0.74091, 2.33681, -2.97129)  0.2121
H (-2.60723, 3.77531, 0.81451)  0.2111
H (1.19001, -4.02811, -2.47958)  0.2462
H (1.19407, 3.97838, 1.01119)  0.1912
H (0.03900, -4.33746, 4.46048)  0.2114
H (-1.32830, 2.30071, -3.21667)  0.2011
H (-1.09053, -5.63965, 2.71409)  0.2083
H (-2.88756, 3.28212, -1.39941)  0.2076
H (-3.71630, 2.15601, -0.31440)  0.2036
H (0.16630, 1.10759, 2.80899)  0.2250
H (1.98042, -2.89113, 3.89506)  0.2165
H (-0.84784, 4.09266, -2.16109)  0.2061
H (-1.06413, 4.35585, 1.44942)  0.2088
H (0.64838, 2.76280, 2.45498)  0.2173
H (2.20393, 2.59719, 0.52744)  0.2365
H (-3.41371, -0.36660, -1.75818)  0.1982
H (-2.03144, 0.18943, 2.05997)  0.2233
H (-2.72308, 1.47843, 3.04664)  0.1998
H (-0.63324, 2.44817, 3.62734)  0.1948
H (-1.17769, -6.34458, 0.23718)  0.2125
H (0.55856, 5.04920, -1.70428)  0.2110
H (-2.33234, 3.83359, 2.55720)  0.2019
H (3.69879, -3.12668, 1.16526)  0.4400
H (-0.32664, -5.93738, -2.06790)  0.2225

Atomic forces in eV per Å
2.06 0.91 -1.61
-0.54 0.45 0.28
-0.11 -0.15 0.13
1.71 0.62 -0.42
-0.51 -0.18 0.41
-0.06 -0.12 -2.06
-1.29 -0.02 3.10
0.14 -0.18 0.12
-0.76 -0.21 0.27
-0.86 -1.47 -0.04
-0.14 -0.30 -0.07
0.06 0.01 0.06
0.03 0.03 0.12
0.01 -0.05 -0.01
0.06 -0.01 -0.01
-0.13 -0.04 0.06
0.06 -0.21 -0.04
0.27 0.31 0.05
-0.20 -0.13 0.03
0.12 -0.05 -0.02
0.01 0.01 -0.34
-0.04 0.10 -0.12
-0.01 -0.11 0.09
0.38 0.16 0.46
-0.14 -0.07 0.11
-0.01 0.01 -0.01
-0.03 -0.04 0.22
0.00 0.01 -0.08
-0.33 -0.39 0.26
0.18 0.49 0.12
0.05 0.10 -0.39
-0.03 0.27 -0.15
0.00 -0.03 0.07
0.05 0.04 -0.12
-0.04 0.02 0.03
0.00 0.01 0.05
0.00 -0.03 -0.02
-0.04 0.08 0.01
0.00 -0.03 -0.06
0.04 -0.01 0.03
-0.01 0.03 -0.03
0.10 -0.15 0.02
0.04 0.06 0.04
0.00 0.05 0.06
-0.01 0.09 -0.03
0.03 0.03 -0.09
0.00 -0.01 -0.01
-0.05 -0.02 -0.01
0.01 -0.01 -0.03
-0.07 -0.01 -0.03
-0.02 0.05 -0.05
0.00 0.01 -0.01
0.02 -0.02 0.02
0.01 0.03 0.00
-0.04 0.00 0.06
-0.03 -0.05 0.06
-0.01 -0.01 0.01
-0.03 0.04 0.01
-0.01 0.01 -0.02
0.01 0.03 0.01
-0.04 0.03 -0.01
-0.02 0.01 0.01
0.04 -0.01 -0.01
0.01 -0.03 0.02
0.09 0.04 -0.53
0.00 0.00 0.01

---

(2)
Entry from the OMol25 dataset: a structure of composition C32H49As3N4O2ReSSi at a distorted geometry (the ωB97M-V functional and the def2-TZVPD basis).

* 2S+1: 4
* net charge: +2
* orbital gap (spin up / spin down): 6.267 / 5.347 eV
* LUMO (spin up / spin down): -6.777 / -7.697 eV

Last column: Löwdin charge in e.
Cartesian coordinates (Å):
Re (-13.39893, -17.30787, 8.56068)  1.3682
As (-14.51950, -13.39218, 8.88472)  1.1353
As (-14.64760, -16.01702, 6.46149)  1.1041
As (-15.60523, -13.05658, 3.75945)  1.1310
S (-12.67916, -18.57542, 10.50766)  0.7227
Si (-13.92821, -18.84609, 13.77059)  0.5023
O (-12.01010, -15.91555, 8.58952)  -0.2947
O (-10.55185, -13.89100, 9.66638)  0.0109
N (-12.01555, -17.93048, 7.19262)  -0.1897
N (-14.24672, -19.08094, 7.72640)  -0.0952
N (-10.99684, -17.11062, 6.93161)  0.0936
N (-14.73290, -17.08516, 10.10490)  -0.2060
C (-15.33358, -19.66703, 8.13477)  -0.0824
C (-8.71621, -15.44383, 6.81598)  0.0029
C (-7.58098, -14.70315, 6.93511)  -0.0504
C (-14.74492, -17.90753, 12.33863)  -0.2299
C (-15.73571, -20.96075, 7.69446)  0.0248
C (-17.45265, -12.45397, 4.01987)  -0.3392
C (-15.07078, -11.36862, 2.87801)  -0.3177
C (-15.13929, -19.00737, 15.16404)  -0.1603
C (-13.30776, -12.77432, 7.45477)  -0.3521
C (-12.68568, -12.57147, 5.06092)  -0.0674
C (-13.43497, -19.68810, 6.89095)  -0.2952
C (-13.72524, -20.93029, 6.39662)  0.0332
C (-14.89659, -21.63159, 6.79229)  0.0261
C (-9.77983, -15.26394, 7.79357)  -0.0849
C (-16.59341, -15.72552, 6.56285)  -0.2416
C (-15.83357, -11.87244, 8.83987)  -0.3134
C (-13.55769, -14.61591, 5.80206)  -0.4017
C (-10.93292, -16.12606, 7.81344)  -0.3515
C (-15.96100, -16.63854, 10.18391)  -0.1637
C (-14.15719, -17.85446, 11.09134)  -0.6790
C (-14.68195, -17.12224, 4.89881)  -0.2787
C (-8.35759, -13.52198, 8.84701)  -0.0046
C (-9.57056, -14.24910, 8.73366)  -0.1874
C (-13.73213, -13.14839, 6.05751)  -0.6788
C (-13.51519, -20.55643, 13.17300)  -0.1884
C (-13.43249, -12.95584, 10.50659)  -0.2692
C (-15.17588, -12.69655, 5.66283)  -0.3749
C (-12.35997, -17.99886, 14.25054)  -0.1468
C (-16.63525, -16.80117, 11.37273)  -0.0127
C (-7.37923, -13.74818, 7.97410)  -0.0295
C (-16.00743, -17.44498, 12.46109)  -0.0337
C (-12.31080, -18.90801, 6.36652)  0.0013
H (-8.36579, -12.86795, 9.67937)  0.1231
H (-13.19073, -21.17326, 14.02013)  0.0510
H (-15.88829, -19.21315, 8.92735)  0.1120
H (-16.25529, -11.82449, 9.85701)  0.0151
H (-13.66163, -17.46298, 4.74564)  0.0189
H (-11.73559, -13.07297, 5.23328)  0.0809
H (-12.93362, -12.80891, 3.99302)  0.0585
H (-13.59105, -14.73995, 4.72340)  0.0497
H (-18.21356, -13.22503, 4.08894)  0.0099
H (-12.56831, -14.86953, 6.13360)  0.0576
H (-15.10347, -22.63495, 6.36062)  0.1445
H (-6.79078, -14.88382, 6.25429)  0.1025
H (-17.49417, -11.85706, 4.93619)  0.0203
H (-12.45017, -17.20887, 14.95598)  0.0322
H (-13.13164, -21.40450, 5.65301)  0.1239
H (-11.68873, -19.21316, 5.54268)  0.1534
H (-16.98453, -15.64176, 7.64943)  0.0428
H (-12.47250, -12.62241, 9.98285)  0.0309
H (-13.19576, -11.69901, 7.58406)  0.0964
H (-11.90824, -17.52843, 13.30253)  0.0519
H (-13.13776, -13.83252, 11.05819)  0.0010
H (-15.53029, -18.01523, 15.29935)  0.0218
H (-15.97623, -19.51618, 14.72788)  0.0302
H (-15.51946, -11.19596, 1.90675)  0.0282
H (-11.69056, -18.78338, 14.41914)  0.0157
H (-11.18989, -14.64825, 9.83685)  0.1034
H (-12.68620, -20.58749, 12.49569)  -0.0132
H (-15.93878, -13.22957, 6.17466)  -0.0016
H (-13.98141, -11.38379, 2.78437)  0.0053
H (-16.69639, -17.54095, 13.34629)  0.1415
H (-15.00032, -16.50647, 4.06528)  0.0341
H (-17.74986, -11.79039, 3.14953)  0.0514
H (-14.75583, -19.42015, 16.11124)  0.0658
H (-15.36600, -10.50205, 3.46502)  0.0345
H (-6.50800, -13.06726, 8.05887)  0.1408
H (-16.96042, -16.69520, 6.14549)  0.0402
H (-8.96416, -16.12817, 6.01951)  0.1096
H (-16.84792, -14.96717, 5.84498)  -0.0030
H (-15.40913, -10.87976, 8.67830)  0.0316
H (-12.51483, -11.42375, 5.08569)  0.1345
H (-16.76293, -11.94952, 8.21585)  0.0335
H (-14.22308, -21.24942, 12.68583)  0.0508
H (-16.67040, -21.42500, 7.91711)  0.1155
H (-12.40197, -13.26470, 7.78212)  0.0449
H (-17.58872, -16.36490, 11.53200)  0.1089
H (-15.36250, -11.63187, 5.95069)  0.1008
H (-15.37617, -18.01037, 4.91655)  0.0666
H (-13.90329, -12.15446, 11.07242)  0.0299
H (-16.29110, -15.92237, 9.40153)  0.0663

Atomic forces in eV per Å
-0.32 -0.31 -0.96
-1.11 0.29 -0.16
-0.98 -0.91 1.59
-0.63 0.62 -0.33
0.12 0.39 -0.39
0.09 -0.79 0.44
1.24 0.58 0.55
0.36 -1.49 -0.41
-0.36 0.09 -1.83
-0.06 1.44 1.68
1.34 0.12 0.23
1.57 -1.60 -0.21
-1.83 -2.73 0.39
-1.50 0.26 1.30
0.29 0.12 0.24
1.29 -1.78 1.04
1.33 0.42 -1.16
-0.75 0.90 -0.89
0.61 0.02 0.46
0.38 0.60 -0.46
-0.60 0.17 1.17
0.07 1.72 -0.87
0.95 -0.84 -2.87
-1.49 -1.46 0.11
0.56 1.01 0.13
1.02 0.76 -0.11
-0.08 -1.59 1.47
-1.05 -0.06 0.85
0.10 -0.02 -0.52
-0.85 -0.17 -1.13
-1.44 2.07 0.76
-0.68 1.36 -0.52
-0.38 -1.31 -0.29
-2.90 -0.93 0.63
-1.27 0.01 1.44
-0.36 1.01 -0.90
-0.08 -1.33 -0.07
1.24 0.81 -2.43
1.46 1.30 -0.15
-0.23 1.24 -3.28
0.37 -0.25 0.23
1.22 0.41 -1.23
-3.10 1.22 -0.43
0.04 -0.01 2.44
0.47 0.82 0.47
0.09 0.33 0.22
-0.40 0.52 0.13
0.21 -0.07 -0.12
0.05 -0.09 -0.39
0.27 0.22 0.16
0.02 0.12 0.92
0.02 -0.32 -0.14
0.08 -0.28 0.00
0.63 -0.38 0.08
0.02 0.93 0.52
0.60 0.03 -0.69
-0.05 0.05 -0.21
0.17 0.27 0.92
0.75 -0.05 -0.38
0.15 0.12 -0.17
0.60 0.42 -2.22
-1.19 0.08 1.17
0.09 0.08 -0.11
-0.67 -0.44 1.15
-0.42 -0.28 0.45
-0.11 0.69 0.71
-0.56 -0.94 0.25
-0.08 -0.55 -0.24
1.30 -0.97 1.18
1.10 1.24 -0.62
0.77 0.22 -0.39
-0.48 -0.62 0.74
-0.21 0.23 -0.18
1.40 0.01 -0.59
0.08 0.21 -0.20
0.38 -0.78 1.03
-0.32 0.06 -0.57
0.06 -0.04 0.36
-0.26 -1.04 -0.39
0.06 0.73 0.43
0.62 -0.14 -0.11
-0.42 0.49 0.17
0.35 -0.22 -0.21
-0.44 -1.90 0.29
1.17 -0.40 0.13
-0.41 0.79 0.17
-0.46 0.14 0.70
0.70 -0.02 -0.41
-0.79 0.19 -0.17
0.34 -0.61 -0.49
0.75 0.89 0.36
0.22 -0.20 0.15
0.18 -0.90 0.56

---

(3)
Entry from the OMol25 dataset: a structure of composition C11H15AuClMnNO3S at a distorted geometry (the ωB97M-V functional and the def2-TZVPD basis).

* 2S+1: 8
* net charge: -2
* orbital gap (spin up / spin down): 3.911 / 6.125 eV
* LUMO (spin up / spin down): 5.197 / 3.644 eV

Last column: natural (NBO) charge in e.
Cartesian coordinates (Å):
Au (-0.59426, 0.53943, -0.79597)  1.1249
Mn (0.25122, 1.38326, -3.47643)  1.2454
Cl (1.82089, 1.26299, -1.68110)  -0.5310
S (1.63228, -0.63925, 1.43205)  2.2344
O (-2.13830, -0.89814, 0.87417)  -0.7129
O (2.12421, 0.71046, 1.76136)  -0.9545
O (2.39691, -1.44659, 0.49849)  -0.9398
N (0.07095, -0.45832, 0.78448)  -1.0190
C (1.32349, -2.09765, 3.99723)  -0.2003
C (-1.01209, -1.03510, 1.38615)  0.5934
C (0.45095, -2.74402, 4.90410)  -0.3551
C (0.82364, -1.55004, 2.81641)  -0.3114
C (0.68549, -0.19057, -4.68173)  -1.2778
C (0.42167, 3.16075, -4.39295)  -1.1238
C (-0.60942, 2.16911, 0.67470)  -0.8174
C (-0.56076, -1.68964, 2.60300)  -0.2767
C (-1.48131, 1.18697, -2.54721)  -1.0734
C (-1.43600, -2.30218, 3.47678)  -0.1745
C (-0.92191, -2.84762, 4.64814)  -0.3052
H (-0.56060, 3.66371, -4.35598)  0.1934
H (-2.10828, 2.03872, -2.24342)  0.1836
H (-0.20755, -0.83654, -4.74930)  0.1931
H (-2.50219, -2.34723, 3.23130)  0.2095
H (0.93324, 0.21122, -5.68117)  0.1793
H (-1.95994, 0.22204, -2.82684)  0.1928
H (2.38632, -2.02173, 4.21106)  0.1947
H (1.18285, 3.79939, -3.90890)  0.1961
H (0.70759, 2.97140, -5.44352)  0.1836
H (-1.07855, 3.02641, 0.13917)  0.1702
H (-1.25880, 1.72019, 1.45098)  0.1953
H (0.43746, 2.34311, 1.00269)  0.2225
H (-1.59809, -3.34647, 5.35389)  0.1779
H (1.53813, -0.78119, -4.29941)  0.2044
H (0.84077, -3.17689, 5.83778)  0.1782

Atomic forces in eV per Å
0.52 0.30 -1.97
0.34 -0.09 0.36
0.07 0.12 0.38
-3.96 0.30 0.17
-0.88 0.14 -0.33
0.21 -1.80 0.01
0.43 0.31 0.98
1.85 -0.84 0.88
-0.23 -0.14 0.11
2.47 -0.39 1.37
1.88 0.14 0.33
2.18 -0.03 0.69
0.23 -0.95 -0.46
-0.54 0.94 -0.10
-0.28 1.52 0.95
-2.17 1.00 -2.36
-0.22 -0.12 0.38
0.04 -0.87 1.46
-1.71 0.06 -0.64
0.37 0.15 -0.21
-0.30 -0.42 -0.57
0.30 -0.03 -0.20
0.41 0.05 0.04
-0.08 -0.28 0.10
-0.49 1.00 -0.40
-0.07 -0.07 0.13
-0.27 -0.20 -0.14
-0.12 0.08 0.29
0.37 -0.56 0.40
0.41 0.37 -0.41
-0.84 -0.21 -0.31
0.34 0.17 -0.19
-0.29 0.05 -0.25
0.02 0.27 -0.49